Entry 1:
The ion C18H37FNO with charge +1. Source: OMol25; level of theory: ωB97M-V with the def2-TZVPD basis set.

The geometry in XYZ format:
```
58
Properties=species:S:1:pos:R:3
C -3.6358 0.1481 -2.0386
C -4.1167 -1.3063 -1.9956
C -3.6796 -2.0752 -0.7391
C -2.1654 -2.0371 -0.4579
C -1.5722 -3.3888 -0.0438
C -0.0421 -3.4700 -0.0983
C 0.5723 -3.2066 -1.4945
C 1.4833 -1.9594 -1.6194
C 1.0277 -0.9196 -2.6579
C 1.5701 0.5049 -2.4426
C 0.9599 1.2698 -1.2484
C 1.6962 1.1060 0.0952
O 0.8907 0.3202 0.9579
C 1.3716 0.1170 2.2720
C 2.7430 0.7313 2.5370
N 2.8526 2.1486 2.0136
C 2.0369 2.4515 0.7441
C 0.8940 3.4303 1.0412
C -0.2378 3.0370 2.0042
C 0.0889 3.2083 3.4823
F -1.0200 2.8799 4.2344
H -4.2135 0.7351 -2.7602
H -2.5822 0.2273 -2.3337
H -3.7526 0.6217 -1.0548
H -3.7633 -1.8372 -2.8884
H -5.2127 -1.3126 -2.0411
H -3.9895 -3.1223 -0.8433
H -4.2335 -1.6768 0.1202
H -1.6339 -1.6668 -1.3474
H -1.9570 -1.3087 0.3387
H -1.8920 -3.6119 0.9823
H -1.9942 -4.1826 -0.6791
H 0.2463 -4.4754 0.2355
H 0.3862 -2.7658 0.6328
H 1.1513 -4.0878 -1.7881
H -0.2411 -3.1326 -2.2336
H 1.5723 -1.4823 -0.6359
H 2.4946 -2.2851 -1.8925
H 1.3375 -1.2478 -3.6591
H -0.0731 -0.8812 -2.6838
H 2.6635 0.4633 -2.3232
H 1.3866 1.0883 -3.3530
H 0.9066 2.3340 -1.5019
H -0.0670 0.9318 -1.0781
H 2.6502 0.5807 -0.0958
H 0.6301 0.5138 2.9779
H 1.4607 -0.9617 2.4615
H 2.9268 0.7607 3.6164
H 3.5484 0.1571 2.0692
H 2.5955 2.8063 2.7470
H 3.8330 2.3293 1.8098
H 2.7409 2.9511 0.0655
H 1.3311 4.3889 1.3649
H 0.4466 3.6381 0.0608
H -1.0871 3.7048 1.8098
H -0.5880 2.0212 1.8039
H 0.8963 2.5486 3.8405
H 0.3587 4.2463 3.7104
```

Values from the calculation:
* LUMO level: -3.3 eV
* ΔE to the lowest compared entry with this formula, charge and spin: 0.00 kcal/mol
* Kohn-Sham gap: 9.392 eV
* net charge: +1

---

Entry 2:
A cluster of 5 separate species, C50H59F6N8O2P in total. Source: OMol25; level of theory: ωB97M-V with the def2-TZVPD basis set.

The geometry in XYZ format:
```
126
Properties=species:S:1:pos:R:3
C -9.9767 4.5488 -6.7923
N -9.5050 5.9482 -6.9953
C -10.2500 6.9902 -6.5453
C -9.7861 8.2596 -6.7671
C -8.4565 8.4254 -7.1779
C -7.6252 7.3479 -7.4511
C -8.2862 6.1080 -7.4883
C -8.0108 9.7497 -7.4129
C -6.9245 10.3221 -6.7086
C -6.6242 11.6682 -6.9699
N -7.1947 12.3053 -8.0267
C -8.1780 11.7865 -8.7697
C -8.6877 10.5162 -8.4445
C -6.8296 13.8015 -8.1682
H -9.7032 4.2465 -5.7815
H -9.5713 3.8028 -7.5837
H -11.0281 4.5763 -6.9434
H -11.2006 6.7928 -5.9823
H -10.5533 9.0924 -6.6869
H -6.5788 7.4269 -7.7134
H -7.7998 5.2235 -7.8628
H -6.4387 9.7801 -5.8600
H -5.9812 12.2666 -6.2548
H -8.4660 12.3391 -9.6557
H -9.4920 10.0355 -8.9656
H -5.8302 13.9598 -7.7068
H -7.6277 14.4168 -7.6864
H -6.7785 14.0000 -9.2473
C 3.3754 1.3339 -4.6258
N 2.6319 0.0198 -4.7008
C 2.9503 -0.7299 -5.7270
C 2.3436 -1.9680 -5.8909
C 1.3634 -2.3553 -5.0179
C 1.0159 -1.6219 -3.8771
C 1.7911 -0.4062 -3.7817
C 0.7398 -3.7151 -5.3758
C 1.0711 -4.9899 -4.5620
C 1.2065 -6.2056 -5.6108
N 0.2680 -6.1676 -6.8534
C -0.2286 -5.0850 -7.2587
C 0.2005 -3.8365 -6.6542
C 0.1473 -7.4127 -7.7552
H 3.5061 1.6546 -5.6507
H 4.3914 1.0701 -4.2416
H 2.8962 1.9897 -3.9282
H 3.6488 -0.3934 -6.4414
H 2.6672 -2.6369 -6.7164
H 0.3321 -1.9027 -3.0604
H 1.7090 0.2593 -2.9136
H 2.0293 -4.9272 -4.0652
H 2.2787 -6.2787 -5.9112
H -0.9665 -5.1132 -8.1144
H 0.1295 -2.9781 -7.3308
H 1.1948 -7.4072 -8.1387
H -0.5718 -7.2343 -8.5211
H -0.0687 -8.3430 -7.2094
C 15.4436 -7.4699 9.9068
N 14.1792 -6.9340 9.4579
C 13.4322 -7.5149 8.4960
C 12.2136 -6.9275 8.0657
C 11.8173 -5.6521 8.5353
C 12.6134 -5.1363 9.6095
C 13.7797 -5.7553 9.9680
C 10.6077 -4.8709 7.9653
C 10.6528 -3.4731 7.9001
C 9.6271 -2.7247 7.3954
N 8.4850 -3.3596 7.0467
C 8.4535 -4.7269 6.9610
C 9.4675 -5.5315 7.4646
C 7.3586 -2.4979 6.6728
H 16.1659 -6.6836 10.0275
H 15.7771 -8.2572 9.1785
H 15.3586 -7.9533 10.8871
H 13.7384 -8.4296 8.0634
H 11.6832 -7.5206 7.2855
H 12.3710 -4.1856 10.1655
H 14.4615 -5.3324 10.7530
H 11.5338 -2.9131 8.2835
H 9.5826 -1.6655 7.3891
H 7.5295 -5.2299 6.6272
H 9.3884 -6.6330 7.3876
H 6.6195 -3.1630 6.2362
H 7.7410 -1.7398 5.9483
H 6.9764 -1.9468 7.5001
C -4.0982 3.9063 9.8762
N -4.4102 3.0656 8.7187
C -3.5316 2.0684 8.4581
C -3.5922 1.2950 7.3802
C -4.4787 1.5708 6.3202
C -5.3468 2.6035 6.5904
C -5.2982 3.3515 7.7847
C -4.4549 0.8274 5.0505
C -3.2707 0.4006 4.4101
C -3.3146 -0.2911 3.2141
N -4.4841 -0.4831 2.6101
C -5.6017 -0.1774 3.2487
C -5.6499 0.5040 4.4317
C -4.5969 -1.1152 1.2760
H -4.6911 4.8241 9.8908
H -3.0625 3.9976 10.0013
H -4.5350 3.4521 10.7387
H -2.7749 1.7954 9.1784
H -2.8750 0.4227 7.3275
H -6.0748 2.8854 5.8205
H -5.9471 4.2162 7.8888
H -2.2995 0.6976 4.7470
H -2.4099 -0.4794 2.6608
H -6.5331 -0.4196 2.7722
H -6.6245 0.5855 4.9682
H -3.9867 -0.4968 0.6068
H -5.6383 -1.0691 0.9400
H -4.2435 -2.1384 1.3293
P 0.3988 -1.4861 0.5373
F -0.3799 -0.6745 1.7010
F 1.2287 -2.2657 1.5909
F -0.8403 -2.5491 0.5596
F 1.1196 -2.4213 -0.6418
F -0.4489 -0.6737 -0.6929
F 1.5413 -0.3639 0.3762
C -1.0949 -7.7381 -3.2926
C 0.0304 -6.9505 -3.8165
O 0.2030 -5.7143 -3.4176
O 0.7920 -7.3029 -4.8848
H -1.7343 -7.4049 -2.4538
H -0.8909 -8.8470 -3.2896
H -1.8259 -7.5355 -4.1103
```

Values from the calculation:
* LUMO level: -10.9 eV
* Kohn-Sham gap: 0.750 eV
* net charge: +6

---

Entry 3:
An isolated molecule of C16H13FO3. Source: OMol25; level of theory: ωB97M-V with the def2-TZVPD basis set.

The geometry in XYZ format:
```
33
Properties=species:S:1:pos:R:3
C -0.5154 -2.8545 0.0799
C -1.7665 -2.3216 -0.5679
O -2.4807 -3.0282 -1.2431
C -2.1279 -0.8995 -0.3209
C -3.4732 -0.5612 -0.4744
C -3.9290 0.7232 -0.2663
C -3.0458 1.7303 0.1022
C -1.7006 1.4126 0.2475
C -1.2407 0.1237 0.0372
O 0.1109 -0.1577 0.1966
C 1.0293 0.6047 -0.4302
O 0.7668 1.5078 -1.1800
C 2.4121 0.1708 -0.1010
C 2.6825 -0.7768 0.8828
C 3.9898 -1.1430 1.1491
C 5.0369 -0.5738 0.4440
C 4.7502 0.3704 -0.5281
C 3.4559 0.7553 -0.8136
H 3.2463 1.4922 -1.5729
F 5.7660 0.9274 -1.2125
H 6.0621 -0.8478 0.6369
H 4.1979 -1.8775 1.9119
H 1.8704 -1.2178 1.4378
H -0.9970 2.1844 0.5208
C -3.5071 3.1328 0.3382
H -2.9652 3.8194 -0.3100
H -3.3113 3.4265 1.3687
H -4.5714 3.2319 0.1434
H -4.9774 0.9479 -0.3933
H -4.1532 -1.3480 -0.7656
H -0.5383 -3.9416 0.0559
H 0.3545 -2.5112 -0.4770
H -0.4311 -2.5013 1.1039
```

Values from the calculation:
* LUMO level: 0.0 eV
* ΔE to the lowest compared entry with this formula, charge and spin: 0.00 kcal/mol
* Kohn-Sham gap: 9.388 eV

---

Entry 4:
A cluster of 3 separate species, C31H66BrCl2FN3O9P2 in total. Source: OMol25; level of theory: ωB97M-V with the def2-TZVPD basis set.

The geometry in XYZ format:
```
115
Properties=species:S:1:pos:R:3
C -1.7690 3.1238 4.0275
C -3.2231 2.7480 3.4496
C -4.0959 1.7743 4.3824
C -3.3184 0.4822 4.9408
N -2.4064 -0.1830 3.9603
C -0.9792 -0.1628 4.3777
C -0.7578 -1.4420 5.3516
C -1.7305 -2.6847 5.0392
C -3.0260 -2.7498 6.0096
O -4.1810 -2.9905 5.5635
Cl -2.8964 -2.5246 7.8461
N 0.6967 -1.7687 5.3825
C 1.0601 -2.6675 6.5205
C 2.0341 -1.7945 7.5000
C 2.2079 -2.4619 8.9499
Cl 1.3287 -0.0913 7.6898
C 1.1001 -2.3206 4.0534
C 2.7174 -2.5035 3.9528
C 3.1124 -4.0729 3.7095
C 3.3650 -4.2756 2.1241
Br 5.3368 -4.1619 1.8093
C 0.5078 -1.4530 2.8034
F -0.5193 -2.1837 2.0761
N 0.0097 -0.0896 3.2439
C 1.1677 0.8403 3.5965
C 2.0116 1.2899 2.2661
C 2.2243 2.8866 2.1976
H -0.9959 2.6816 3.2830
H -1.5785 2.7836 5.1021
H -1.6360 4.2694 3.9311
H -3.1743 2.2408 2.4070
H -3.7982 3.7244 3.3108
H -5.0737 1.4264 3.8751
H -4.4300 2.3897 5.3077
H -4.1369 -0.2984 5.2005
H -2.7737 0.6713 5.9480
H -2.5513 0.1361 2.9928
H -0.8086 0.7636 5.0538
H -1.0392 -1.0643 6.4108
H -1.1572 -3.6719 5.2457
H -2.1002 -2.7574 3.9634
H 0.1144 -2.9781 7.1107
H 1.5797 -3.6356 6.1909
H 3.0681 -1.6624 7.0356
H 3.1589 -2.0023 9.4233
H 2.4047 -3.5985 8.9135
H 1.3379 -2.1949 9.6657
H 0.6700 -3.3871 3.9009
H 3.1898 -1.8587 3.1306
H 3.2521 -2.2140 4.9318
H 4.0874 -4.2767 4.2917
H 2.3305 -4.7911 4.1483
H 2.8244 -3.4222 1.5879
H 2.9762 -5.3176 1.8167
H 1.3854 -1.3681 2.0585
H -0.4439 0.3114 2.3912
H 0.8172 1.8176 4.0756
H 1.8597 0.3396 4.3761
H 1.5010 0.8898 1.3222
H 3.0654 0.8359 2.4283
H 3.2731 3.1113 1.7633
H 2.1644 3.3707 3.2385
H 1.4793 3.3810 1.4630
O -2.9389 2.2864 -1.2042
P -3.2242 1.6878 -2.5883
O -4.0716 3.0054 -3.1612
C -3.5775 4.3297 -2.9859
C -2.5934 4.7272 -4.0704
O -4.5239 0.7615 -2.1356
C -4.7209 0.3943 -0.7785
C -5.5978 1.4086 -0.0653
O -3.4275 0.9413 -4.1106
C -3.2397 1.5680 -5.3623
C -1.7782 1.6368 -5.7449
H -3.1231 4.4695 -2.0031
H -4.4424 4.9975 -3.0303
H -1.7081 4.0864 -4.0441
H -2.2704 5.7619 -3.9409
H -3.0406 4.6370 -5.0635
H -3.7616 0.2660 -0.2702
H -5.2162 -0.5815 -0.7675
H -5.2600 2.4369 -0.2218
H -5.6184 1.2136 1.0107
H -6.6209 1.3604 -0.4475
H -3.7283 2.5399 -5.4099
H -3.7641 0.9498 -6.0999
H -1.1735 2.0765 -4.9460
H -1.6469 2.2192 -6.6588
H -1.3849 0.6309 -5.9199
O 1.7168 0.1739 -6.5560
P 3.1498 0.0116 -7.0762
O 2.8251 -1.3257 -8.0196
C 1.6889 -1.3606 -8.8777
C 1.9600 -0.7106 -10.2218
O 3.7459 -0.7950 -5.7546
C 3.0970 -0.7127 -4.4936
C 2.0888 -1.8365 -4.3294
O 4.7644 -0.0362 -7.6323
C 5.1634 -0.2195 -8.9745
C 5.0728 1.0633 -9.7706
H 0.8127 -0.9030 -8.4143
H 1.4459 -2.4150 -9.0366
H 2.1925 0.3504 -10.0992
H 1.0909 -0.7965 -10.8767
H 2.8078 -1.1816 -10.7257
H 2.6299 0.2664 -4.3626
H 3.8657 -0.8015 -3.7194
H 1.4193 -1.9247 -5.1895
H 1.4800 -1.6833 -3.4341
H 2.6034 -2.7972 -4.2406
H 4.6317 -1.0422 -9.4497
H 6.2118 -0.5374 -8.9450
H 4.0874 1.5286 -9.6721
H 5.2794 0.8765 -10.8261
H 5.8028 1.7901 -9.4015
```

Values from the calculation:
* LUMO level: -3.1 eV
* Kohn-Sham gap: 8.571 eV
* net charge: +1

---

Entry 5:
A structure of composition C67H73BaGeN4O4PS3. Source: OMol25; level of theory: ωB97M-V with the def2-TZVPD basis set.

The geometry in XYZ format:
```
154
Properties=species:S:1:pos:R:3
Ba -1.1890 -0.2778 -0.3296
C 1.6591 -2.1397 2.0753
N 2.2222 -2.5892 0.8167
C 3.5584 -2.0785 0.6221
C 3.5174 -0.6829 -0.0180
N 3.0355 0.3734 0.8428
C 2.5982 1.5034 0.0525
C 3.7903 0.7666 1.9694
C 5.1242 0.4345 2.1452
C 5.8570 0.8928 3.2348
C 5.2522 1.7191 4.1665
C 3.9163 2.0319 4.0296
C 3.1470 1.5502 2.9679
S 1.4651 1.9140 2.9751
C 1.8372 -3.8369 0.3354
C 2.7807 -4.7908 -0.0589
C 2.4349 -6.0407 -0.5404
C 1.1014 -6.3939 -0.6296
C 0.1485 -5.4659 -0.2604
C 0.4662 -4.1907 0.2015
S -0.9389 -3.2291 0.6444
H 2.3057 -2.4616 2.9097
H 0.6698 -2.5678 2.2027
H 1.5858 -1.0524 2.0743
H 4.1223 -2.7083 -0.0706
H 4.0966 -2.0423 1.5832
H 2.8053 -0.7580 -0.8489
H 4.5150 -0.4431 -0.4380
H 3.4302 1.9293 -0.5407
H 2.2213 2.2805 0.7107
H 1.7903 1.1834 -0.6122
H 5.6239 -0.1897 1.4164
H 6.9000 0.6199 3.3344
H 5.8120 2.1106 5.0105
H 3.4165 2.6556 4.7611
H 3.8335 -4.5655 0.0309
H 3.2114 -6.7395 -0.8228
H 0.8070 -7.3768 -0.9771
H -0.9027 -5.7069 -0.3284
C -8.6951 2.5351 -1.7196
C -7.2700 2.3817 -1.2698
C -6.6515 3.3925 -0.5423
C -5.3582 3.2301 -0.0813
C -4.6767 2.0557 -0.3393
C -5.2696 1.0487 -1.0745
C -6.5620 1.2155 -1.5408
S -3.0048 1.8409 0.3230
O -2.7209 3.0530 1.0520
O -2.2018 1.6348 -0.8646
N -2.9399 0.5405 1.1943
C -3.4368 0.5799 2.4588
C -4.6803 1.1239 2.7530
C -5.1788 1.1750 4.0532
C -4.4537 0.6880 5.1068
C -3.1808 0.1363 4.8715
C -2.3556 -0.3185 5.9191
C -1.1127 -0.8064 5.6294
C -0.7019 -0.8434 4.2868
N -1.4441 -0.4410 3.2931
C -2.6618 0.0571 3.5467
H -8.9406 3.5846 -1.8734
H -9.3717 2.1371 -0.9602
H -8.8668 1.9888 -2.6447
H -7.1878 4.3085 -0.3303
H -4.8627 3.9867 0.5074
H -4.7197 0.1402 -1.2645
H -7.0280 0.4287 -2.1172
H -5.2755 1.5272 1.9450
H -6.1505 1.6201 4.2276
H -4.8303 0.7451 6.1195
H -2.7256 -0.2681 6.9385
H -0.4473 -1.1558 6.4074
H 0.2759 -1.2199 4.0335
C -2.2202 4.4908 -4.0091
C -1.1759 4.7595 -2.9274
C -1.9308 5.0385 -1.6232
C -0.3662 6.0005 -3.2923
P -0.1558 3.1644 -2.5756
C 1.0248 4.0029 -1.4335
C 2.2094 4.6578 -1.7585
C 2.9398 5.3255 -0.7887
C 2.5008 5.3542 0.5236
C 1.3314 4.6943 0.8682
C 0.6085 4.0194 -0.1010
C 0.8277 2.6979 -4.1642
C -0.1232 1.7989 -4.9645
C 1.3679 3.7648 -5.1164
C 1.9633 1.8028 -3.6603
H -2.8940 5.3478 -4.0802
H -2.8110 3.6141 -3.7526
H -1.7679 4.3424 -4.9869
H -2.7601 5.7230 -1.8094
H -1.2797 5.4900 -0.8781
H -2.3342 4.1195 -1.2035
H -1.0184 6.8734 -3.2779
H 0.0677 5.9257 -4.2830
H 0.4349 6.1676 -2.5789
H 2.5755 4.6544 -2.7740
H 3.8598 5.8315 -1.0586
H 3.0896 5.8609 1.2772
H 1.0021 4.6804 1.8958
H -0.2897 3.4890 0.1833
H -0.9214 2.3668 -5.4397
H -0.5745 1.0551 -4.3108
H 0.4357 1.2795 -5.7442
H 0.5574 4.3183 -5.5855
H 1.9361 3.2743 -5.9098
H 2.0331 4.4719 -4.6320
H 1.5449 0.9543 -3.1161
H 2.6361 2.3335 -2.9929
H 2.5395 1.4187 -4.5053
O -1.7724 -1.3945 -2.8311
C -0.5590 -1.3738 -3.0580
O 0.3221 -0.9699 -2.2715
C -0.0395 -1.8931 -4.4334
C -1.1206 -2.0213 -5.4950
Ge -0.3630 -2.5306 -7.2840
C -1.6751 -2.5876 -8.7965
C -1.4931 -1.8352 -9.9550
C -2.3514 -1.9535 -11.0308
C -3.4161 -2.8420 -10.9799
C -3.6059 -3.6073 -9.8380
C -2.7456 -3.4805 -8.7651
C 0.9849 -1.1804 -7.8405
C 0.5690 0.1328 -8.0427
C 1.4647 1.1198 -8.4118
C 2.8016 0.8063 -8.5935
C 3.2327 -0.4951 -8.3908
C 2.3317 -1.4740 -8.0100
C 0.5046 -4.3169 -7.3583
C 0.4157 -5.2519 -6.3335
C 1.0131 -6.4945 -6.4530
C 1.7176 -6.8224 -7.6002
C 1.8071 -5.9030 -8.6341
C 1.1974 -4.6698 -8.5140
H 0.4289 -2.8582 -4.2329
H 0.7513 -1.2162 -4.7600
H -1.6297 -1.0645 -5.6170
H -1.8762 -2.7358 -5.1727
H -0.6625 -1.1434 -10.0086
H -2.1940 -1.3519 -11.9164
H -4.0885 -2.9378 -11.8215
H -4.4321 -4.3045 -9.7913
H -2.8985 -4.0832 -7.8791
H -0.4762 0.3787 -7.9011
H 1.1231 2.1372 -8.5500
H 3.5057 1.5744 -8.8847
H 4.2773 -0.7438 -8.5250
H 2.6791 -2.4841 -7.8363
H -0.1206 -5.0021 -5.4284
H 0.9374 -7.2087 -5.6449
H 2.1943 -7.7895 -7.6905
H 2.3573 -6.1509 -9.5327
H 1.2567 -3.9564 -9.3275
```

Values from the calculation:
* LUMO level: 3.4 eV
* ΔE to the lowest compared entry with this formula, charge and spin: 29.87 kcal/mol
* Kohn-Sham gap: 4.703 eV
* net charge: -2

---

Entry 6:
A structure of composition CH2NO2. Source: OMol25; level of theory: ωB97M-V with the def2-TZVPD basis set.

The geometry in XYZ format:
```
6
Properties=species:S:1:pos:R:3
C -0.4150 1.2799 -0.2915
N -1.3305 0.4457 -0.3282
O 0.5249 1.9287 -0.6003
O 0.3933 -0.8314 0.1309
H 1.1549 -1.7689 0.4770
H -0.3277 -1.0540 0.6120
```

Values from the calculation:
* LUMO level: 4.3 eV
* ΔE to the lowest compared entry with this formula, charge and spin: 73.61 kcal/mol
* Kohn-Sham gap: 7.201 eV
* net charge: -1